[1]
H4OS2 | ωB97M-V/def2-TZVPD

Values from the calculation:
* Kohn-Sham gap (alpha / beta): 0.3787 / 0.2265 Eh
* max |F|: 0.031 hartree/bohr
* ΔE to the lowest compared entry with this formula, charge and spin: 9.1 kcal/mol
* HOMO energy (alpha / beta): -15.536 / -15.493 eV

The geometry in ORCA input format:
```
! RIJCOSX wB97M-V def2-TZVPD def2/J DEFGRID3
* xyz 1 2
S -0.9850 0.5767 0.8387
S 0.6324 -0.5521 0.7850
H -1.4974 0.0687 -0.3133
H 1.6913 0.2727 0.7518
H 0.8103 -0.7385 -3.3267
H 1.1730 0.4606 -2.3916
O 0.4433 -0.0798 -2.7295
*
```

Mulliken population analysis, charges in e, atoms 1 to 5: number 1, S, carries 0.174; number 2, S, carries 0.158; number 3, H, carries 0.325; number 4, H, carries 0.305; number 5, H, carries 0.332

***

[2]
H2O | ωB97M-V/def2-TZVPD

Values from the calculation:
* Kohn-Sham gap: 0.4713 Eh
* max |F|: 0.094 hartree/bohr
* ΔE to the lowest compared entry with this formula, charge and spin: 3.9 kcal/mol
* HOMO energy: -11.715 eV

The geometry in ORCA input format:
```
! RIJCOSX wB97M-V def2-TZVPD def2/J DEFGRID3
* xyz 0 1
O 0.0874 -0.3308 0.1899
H -0.6235 -0.1061 -0.4382
H 0.5361 0.4369 0.2484
*
```

Just the Mulliken charges please, in e? Sure, here they are: number 1, O, carries -0.613; number 2, H, carries 0.321; number 3, H, carries 0.292

***

[3]
C11H15NO5S | ωB97M-V/def2-TZVPD

Values from the calculation:
* Kohn-Sham gap: 0.3551 Eh
* max |F|: 0.016 hartree/bohr
* ΔE to the lowest compared entry with this formula, charge and spin: 0.0 kcal/mol
* HOMO energy: -9.356 eV

The geometry in ORCA input format:
```
! RIJCOSX wB97M-V def2-TZVPD def2/J DEFGRID3
* xyz 0 1
C 3.0789 1.9288 -0.2595
O 1.9588 1.2426 0.2567
C 1.3093 0.3591 -0.5153
C 1.5809 0.1309 -1.8688
C 0.8259 -0.7686 -2.5937
C -0.2200 -1.4663 -1.9941
C -1.0605 -2.4182 -2.7484
O -2.0454 -2.9591 -2.3142
O -0.6262 -2.6303 -4.0028
C -0.4806 -1.2570 -0.6399
C 0.2714 -0.3648 0.0845
S -0.1218 -0.1929 1.8403
O 1.0543 0.1481 2.5756
O -0.8503 -1.3644 2.2240
N -1.2242 1.0466 1.9174
C -0.9155 2.3605 1.3762
C -2.2048 3.1685 1.2589
C 0.0877 3.0454 2.2974
H 2.7973 2.5914 -1.0841
H 3.4574 2.5230 0.5698
H 3.8556 1.2352 -0.5927
H 2.3821 0.6597 -2.3599
H 1.0420 -0.9333 -3.6377
H -1.2124 -3.2641 -4.4450
H -1.2622 -1.8108 -0.1429
H -2.1275 0.6893 1.6481
H -0.4725 2.2569 0.3713
H -2.6813 3.2459 2.2326
H -2.8976 2.6941 0.5667
H -1.9838 4.1689 0.8962
H -0.3675 3.2184 3.2686
H 0.4000 3.9965 1.8733
H 0.9519 2.4031 2.4316
*
```

Mulliken population analysis, charges in e, atoms 1 to 5: number 1, C, carries -1.047; number 2, O, carries -0.229; number 3, C, carries 0.841; number 4, C, carries -0.770; number 5, C, carries -0.929

***

[4]
C3H5FeO3 | ωB97M-V/def2-TZVPD

Values from the calculation:
* Kohn-Sham gap (alpha / beta): 0.3124 / 0.2650 Eh
* max |F|: 0.055 hartree/bohr
* ΔE to the lowest compared entry with this formula, charge and spin: 11.5 kcal/mol
* HOMO energy (alpha / beta): -12.133 / -15.635 eV

The geometry in ORCA input format:
```
! RIJCOSX wB97M-V def2-TZVPD def2/J DEFGRID3
* xyz 1 7
H -1.7718 -0.2320 0.7145
C -0.6812 -0.3515 0.7127
C 0.0766 0.9092 1.1194
O 0.3184 1.3526 -0.2441
C -0.0142 0.1599 -0.8675
O -0.8060 0.0012 -1.8653
Fe -0.2183 -2.1292 -1.8700
O 1.1097 -0.6951 -1.0871
H -0.4449 -1.1696 1.4057
H 1.0300 0.7099 1.6278
H -0.5308 1.6749 1.6208
H 1.9326 -0.2303 -1.2668
*
```

Mulliken population analysis, charges in e, atoms 1 to 5: number 1, H, carries 0.329; number 2, C, carries -0.430; number 3, C, carries -0.356; number 4, O, carries -0.336; number 5, C, carries 1.129